{
  "formula": "C33H20Br2Cl2HoIN4O7S",
  "method": "wB97M-V/def2-TZVPD",
  "e_above_lowest_kcal_mol": 10.6,
  "homo_energy_ev": [-3.3, -3.3],
  "s2": 6.004,
  "total_charge": -2,
  "e_lumo_ev": [3.6, 3.6],
  "multiplicity": 5,
  "max_force_ev_per_a": 1.17,
  "species": ["Ho", "O", "C", "O", "C", "C", "C", "C", "C", "C", "C", "C", "C", "N", "H", "H", "H", "H", "H", "H", "O", "C", "O", "C", "C", "Cl", "N", "N", "C", "C", "O", "O", "C", "C", "C", "C", "C", "C", "H", "H", "H", "H", "H", "H", "O", "S", "N", "Cl", "Br", "C", "C", "C", "C", "C", "C", "H", "H", "H", "H", "Br", "C", "C", "C", "C", "C", "C", "I", "H", "H", "H", "H"],
  "positions_angstrom": [[-0.111, -0.466, -0.054], [-1.214, 2.769, 2.737], [-0.577, 1.932, 2.112], [-1.031, 1.005, 1.356], [0.944, 1.995, 2.198], [1.526, 2.932, 3.089], [2.876, 3.025, 3.152], [3.670, 2.225, 2.292], [5.085, 2.308, 2.261], [5.801, 1.552, 1.378], [5.127, 0.687, 0.483], [3.767, 0.580, 0.502], [3.006, 1.336, 1.423], [1.636, 1.204, 1.423], [0.857, 3.535, 3.686], [3.363, 3.716, 3.834], [5.583, 2.991, 2.943], [6.883, 1.621, 1.354], [5.698, 0.102, -0.231], [3.239, -0.064, -0.191], [-0.259, 4.320, -4.322], [-1.539, 4.026, -4.230], [-2.362, 4.542, -4.954], [-1.930, 3.018, -3.188], [-3.224, 2.689, -2.856], [-4.664, 3.427, -3.407], [-3.188, 1.722, -1.900], [-1.921, 1.411, -1.592], [-1.157, 2.170, -2.342], [0.336, 2.079, -2.118], [1.066, 2.905, -2.693], [0.737, 1.183, -1.326], [-4.241, 1.029, -1.195], [-5.454, 0.729, -1.803], [-6.421, 0.036, -1.089], [-6.180, -0.373, 0.215], [-4.954, -0.090, 0.801], [-3.984, 0.612, 0.101], [0.293, 3.777, -3.663], [-5.641, 0.985, -2.832], [-7.359, -0.204, -1.575], [-6.935, -0.926, 0.765], [-4.722, -0.434, 1.800], [-3.037, 0.846, 0.572], [-3.436, -2.294, 2.553], [-1.983, -2.282, 2.722], [-1.065, -1.740, 1.715], [1.773, -1.838, -1.170], [-4.501, -3.962, -4.613], [-3.381, -3.031, -3.366], [-3.755, -2.965, -2.036], [-2.916, -2.292, -1.142], [-1.725, -1.664, -1.523], [-1.410, -1.778, -2.885], [-2.207, -2.447, -3.814], [-4.678, -3.419, -1.698], [-3.229, -2.264, -0.101], [-0.494, -1.330, -3.262], [-1.918, -2.517, -4.855], [3.058, -3.442, 5.308], [4.001, -3.306, 3.650], [5.324, -3.738, 3.656], [6.075, -3.657, 2.493], [5.497, -3.153, 1.334], [4.174, -2.733, 1.344], [3.403, -2.790, 2.508], [1.364, -2.230, 2.357], [5.754, -4.134, 4.568], [7.108, -3.990, 2.495], [6.073, -3.094, 0.416], [3.710, -2.377, 0.430]],
  "forces_ev_per_angstrom": [[-0.614, 0.076, -0.487], [-0.110, -0.028, 0.062], [-0.139, -0.277, -0.295], [0.097, 0.592, 0.387], [0.041, 0.008, 0.047], [-0.064, 0.001, 0.020], [0.120, 0.020, 0.015], [0.096, 0.080, 0.088], [-0.097, 0.023, 0.024], [-0.074, -0.088, -0.094], [0.139, 0.051, 0.060], [-0.101, -0.017, 0.010], [-0.195, -0.086, -0.070], [0.310, 0.088, -0.030], [0.020, -0.027, -0.023], [-0.004, -0.020, -0.022], [-0.040, -0.043, -0.033], [-0.034, -0.012, -0.006], [-0.022, 0.035, 0.041], [-0.009, -0.012, -0.002], [-0.027, -0.006, -0.008], [-0.075, -0.132, 0.112], [-0.054, 0.000, 0.035], [0.254, 0.044, -0.126], [-0.144, -0.012, 0.125], [0.005, -0.192, 0.149], [-0.460, -0.298, 0.116], [0.063, 0.152, -0.033], [0.310, 0.191, -0.014], [0.080, -0.199, 0.200], [-0.021, 0.089, -0.157], [-0.263, 0.477, -0.495], [0.044, 0.117, -0.185], [0.067, -0.105, -0.044], [0.015, -0.007, 0.001], [0.069, 0.036, -0.025], [-0.057, 0.028, 0.041], [-0.002, 0.203, 0.142], [0.176, -0.056, 0.110], [0.038, 0.082, -0.101], [0.016, -0.002, 0.007], [0.066, 0.027, -0.044], [-0.036, -0.004, -0.064], [-0.012, -0.010, -0.009], [-0.203, 0.084, -0.220], [0.228, -0.225, 0.493], [-0.736, 0.022, -0.144], [0.367, -0.281, -0.320], [-0.035, -0.013, -0.032], [0.088, 0.064, 0.095], [0.118, 0.099, -0.012], [-0.219, -0.114, 0.007], [0.315, 0.082, 0.156], [-0.107, 0.003, -0.172], [-0.074, 0.004, 0.108], [0.004, -0.024, -0.007], [0.000, -0.018, -0.058], [0.055, -0.011, -0.011], [-0.020, 0.005, 0.003], [0.022, 0.018, -0.149], [0.156, 0.044, 0.096], [-0.020, 0.027, -0.049], [-0.017, 0.002, 0.046], [-0.060, 0.020, 0.048], [0.088, -0.063, -0.056], [0.047, -0.045, -0.024], [0.784, -0.520, 0.692], [-0.028, 0.036, -0.054], [-0.064, 0.014, 0.007], [-0.070, -0.002, 0.068], [0.009, 0.003, 0.067]]
}

---

{
  "formula": "C33H20Cl5IN2O2TeV",
  "method": "wB97M-V/def2-TZVPD",
  "e_above_lowest_kcal_mol": 18.3,
  "homo_energy_ev": [-14.2, -14.1],
  "s2": 0.800,
  "total_charge": 2,
  "e_lumo_ev": [-7.8, -7.2],
  "multiplicity": 2,
  "max_force_ev_per_a": 1.71,
  "species": ["V", "O", "C", "O", "C", "C", "C", "C", "C", "C", "C", "C", "C", "N", "H", "H", "H", "H", "H", "H", "I", "C", "C", "C", "C", "N", "C", "H", "H", "H", "H", "Te", "C", "C", "C", "C", "C", "C", "C", "C", "C", "C", "C", "C", "H", "H", "H", "H", "H", "H", "H", "H", "H", "H", "Cl", "C", "C", "C", "Cl", "C", "Cl", "C", "Cl", "C", "Cl"],
  "positions_angstrom": [[-0.951, 0.220, -0.293], [-2.264, -2.223, 2.138], [-2.160, -1.981, 0.993], [-2.159, -0.644, 0.498], [-1.855, -2.908, -0.133], [-2.155, -4.264, 0.006], [-1.782, -5.097, -1.008], [-1.132, -4.567, -2.137], [-0.740, -5.393, -3.224], [-0.134, -4.855, -4.315], [0.099, -3.458, -4.377], [-0.262, -2.643, -3.348], [-0.875, -3.175, -2.188], [-1.233, -2.346, -1.155], [-2.655, -4.616, 0.897], [-1.984, -6.160, -0.958], [-0.939, -6.456, -3.169], [0.160, -5.485, -5.144], [0.563, -3.038, -5.260], [-0.109, -1.580, -3.419], [2.956, 0.264, -4.391], [1.041, 0.787, -3.845], [0.171, 1.442, -4.713], [-1.119, 1.742, -4.301], [-1.514, 1.410, -3.025], [-0.668, 0.791, -2.184], [0.575, 0.465, -2.587], [0.500, 1.713, -5.708], [-1.813, 2.241, -4.963], [-2.498, 1.644, -2.640], [1.209, -0.071, -1.885], [0.618, -0.556, 1.823], [2.708, -0.409, 1.759], [3.487, 0.448, 0.994], [4.868, 0.402, 1.126], [5.463, -0.485, 2.013], [4.678, -1.343, 2.769], [3.296, -1.317, 2.640], [0.108, 1.011, 3.119], [-1.106, 0.894, 3.784], [-1.492, 1.915, 4.641], [-0.668, 3.018, 4.828], [0.553, 3.105, 4.169], [0.953, 2.096, 3.303], [3.061, 1.156, 0.297], [5.478, 1.071, 0.534], [6.540, -0.510, 2.110], [5.134, -2.038, 3.460], [2.699, -2.000, 3.231], [-1.745, 0.029, 3.641], [-2.432, 1.839, 5.171], [-0.971, 3.805, 5.504], [1.199, 3.957, 4.332], [1.913, 2.157, 2.807], [-4.241, 1.467, 0.135], [-2.887, 2.490, 0.460], [-1.586, 2.032, 0.267], [-0.563, 2.952, 0.416], [1.030, 2.375, -0.013], [-0.743, 4.266, 0.806], [0.593, 5.319, 0.968], [-2.049, 4.680, 1.077], [-2.331, 6.272, 1.609], [-3.123, 3.799, 0.889], [-4.717, 4.339, 1.171]],
  "forces_ev_per_angstrom": [[0.184, 0.458, 0.165], [-0.348, 0.183, 0.232], [0.200, 0.150, -0.854], [-0.623, -0.999, 1.237], [0.121, 0.230, 0.036], [-0.040, -0.044, 0.065], [-0.011, -0.093, -0.033], [0.004, -0.144, -0.055], [-0.041, 0.020, 0.092], [0.037, 0.113, -0.060], [0.006, -0.119, -0.043], [-0.038, -0.047, 0.088], [-0.006, 0.235, 0.060], [0.136, -0.180, -0.130], [0.004, 0.014, 0.000], [0.004, 0.009, 0.000], [-0.007, 0.008, 0.016], [0.008, 0.012, 0.000], [-0.006, -0.003, 0.003], [-0.008, 0.031, -0.007], [0.188, -0.052, -0.060], [-0.133, 0.023, -0.009], [-0.013, 0.025, -0.056], [0.002, 0.031, -0.085], [0.076, -0.056, 0.215], [0.204, -0.068, -0.683], [-0.159, 0.253, -0.061], [-0.002, -0.002, 0.005], [0.015, 0.001, -0.005], [-0.013, -0.007, 0.003], [0.002, 0.036, 0.036], [-0.029, -0.309, 0.263], [0.010, -0.059, -0.018], [0.067, 0.068, -0.113], [0.016, -0.002, -0.005], [-0.034, 0.013, -0.014], [-0.019, 0.001, -0.010], [0.136, 0.047, -0.001], [0.083, 0.009, -0.051], [-0.088, 0.093, -0.022], [-0.010, -0.034, -0.038], [0.018, 0.004, -0.012], [-0.019, -0.026, -0.015], [0.000, 0.055, 0.131], [0.055, -0.142, 0.087], [0.012, -0.009, 0.005], [-0.004, 0.004, 0.008], [0.006, 0.001, -0.007], [-0.040, 0.012, -0.009], [0.009, 0.001, 0.015], [0.004, 0.011, 0.002], [0.003, 0.002, -0.004], [0.002, -0.004, 0.005], [-0.002, -0.017, -0.016], [0.199, 0.044, -0.008], [-0.229, 0.004, 0.028], [0.174, 0.089, -0.255], [0.146, -0.003, -0.129], [-0.213, 0.207, -0.071], [0.146, -0.103, 0.088], [-0.048, 0.018, 0.014], [-0.093, 0.066, 0.021], [0.017, -0.028, -0.006], [-0.022, -0.037, 0.010], [0.000, 0.007, 0.014]]
}